1.
The following is a DFT calculation (ωB97M-V with the def2-TZVPD basis set) of one molecule with the formula C7H12 at a distorted geometry.

```
19
Properties=species:S:1:pos:R:3:forces:R:3:lowdin_charge:R:1
C 2.27167 -0.47784 -0.35671 0.57 -1.50 0.82 -0.20
C 0.23065 -0.07342 1.22183 0.89 -0.16 -1.02 -0.15
C 1.49637 0.47440 0.50006 -0.15 2.18 -0.62 -0.29
C 1.33160 0.34306 -1.05242 -1.80 1.23 0.72 -0.02
C -0.83258 -0.09389 0.12149 0.55 0.44 -0.64 -0.26
C -1.72523 -1.29718 -0.13365 1.85 -0.51 2.94 -0.06
C -1.32888 1.25618 -0.33272 -1.24 -1.28 -1.09 -0.09
H 3.35833 -0.32216 -0.43896 -0.47 -0.12 -0.01 0.11
H 1.95692 -1.49540 -0.07774 0.56 -0.12 -0.75 0.11
H 0.58646 -1.10197 1.42293 -0.89 0.25 0.71 0.10
H -0.10685 0.50488 2.13159 0.50 -0.75 -0.75 0.13
H 2.11650 1.29064 0.95218 -0.83 -0.60 -0.45 0.13
H 1.16035 0.98934 -1.96013 0.57 -0.93 1.33 0.11
H -1.25896 -2.10666 -0.67295 0.53 -0.34 0.07 0.07
H -2.61304 -1.15051 -0.59685 -2.53 1.38 -2.11 0.02
H -2.15610 -1.70913 0.82812 1.03 0.13 -0.42 0.10
H -1.03035 1.57810 -1.31209 0.30 -0.53 -1.06 0.06
H -1.03954 2.11809 0.16276 0.75 1.31 2.04 0.05
H -2.41731 1.27348 -0.40674 -0.19 -0.08 0.26 0.08
```
Positions in Å, forces in eV/Å.

Properties
Multiplicity: 1
Energy above the lowest of the compared OMol25 structures with the same formula, charge and spin in kcal per mole: 124.6
LUMO (spin up / spin down) in eV: 0.978 / 0.690
Kohn-Sham gap (spin up / spin down) in eV: 8.8 / 7.9
HOMO energy (spin up / spin down) in eV: -7.83 / -7.17
DFT total energy in eV: -7448.028
Charge: 0

2.
The following is a DFT calculation (ωB97M-V with the def2-TZVPD basis set) of a 2-piece molecular cluster, C18H18N2 overall at a distorted geometry.

```
38
Properties=species:S:1:pos:R:3:forces:R:3:lowdin_charge:R:1
C -0.68187 2.08416 5.14324 0.88 1.08 -0.16 -0.06
C -0.80483 0.94487 4.19371 -2.37 -1.03 1.15 -0.23
C -1.99949 0.23869 4.03782 0.94 0.71 -0.67 -0.05
N -1.82048 -0.78608 3.13001 0.75 -0.52 -0.02 0.07
C -0.48040 -0.84034 2.78539 -0.79 -0.24 1.07 -0.22
C 0.21869 -1.81058 2.07647 0.57 1.06 -0.54 -0.03
C 1.54495 -1.51417 1.75869 -1.67 -1.10 0.33 -0.11
C 2.18116 -0.34801 2.21519 -0.79 -0.54 -1.16 -0.09
C 1.45811 0.53237 2.99912 0.46 0.50 0.84 -0.02
C 0.14516 0.24797 3.42803 1.41 -0.48 -1.76 -0.15
H 0.27937 2.60502 5.03298 -0.21 0.01 -0.35 0.07
H -0.68057 1.88402 6.21660 -0.35 -0.64 -0.12 0.08
H -1.46914 2.80903 4.94150 0.01 0.14 0.12 0.08
H -2.99681 0.51444 4.33239 -0.03 -0.07 0.34 0.12
H -2.39795 -1.59856 2.99767 -0.34 0.27 0.15 0.15
H -0.25933 -2.65954 1.61465 -0.17 -0.16 0.10 0.10
H 1.92584 -2.27579 1.08823 0.96 0.44 0.04 0.09
H 3.09792 -0.18325 1.66437 0.36 0.69 0.78 0.10
H 1.85471 1.48445 3.34184 0.37 -0.15 -0.17 0.11
C -0.15940 -2.70383 -2.63917 -0.16 0.70 1.12 -0.04
C -0.62929 -1.29878 -2.88752 0.90 -0.95 0.81 -0.25
C -1.72259 -0.74046 -2.34851 -0.20 1.48 -0.31 -0.06
N -1.65481 0.67452 -2.48476 -1.23 -0.81 -1.21 0.06
C -0.56747 0.92543 -3.30391 1.95 0.28 0.83 -0.22
C -0.02127 2.15578 -3.68130 -0.36 -0.29 -1.60 -0.03
C 1.22085 2.14955 -4.30285 -0.36 -0.35 0.32 -0.10
C 1.97412 0.96514 -4.46876 0.00 0.98 0.67 -0.09
C 1.46174 -0.24915 -4.05325 0.13 0.16 0.35 -0.03
C 0.21189 -0.25888 -3.44086 -1.77 0.59 -0.24 -0.13
H -0.56935 -3.07260 -1.69177 -0.74 -0.22 -0.47 0.07
H 0.87025 -2.60960 -2.27463 0.35 -0.47 -1.10 0.08
H -0.39778 -3.34995 -3.47966 0.64 -0.35 0.14 0.08
H -2.59944 -1.16580 -1.89662 0.08 -0.21 0.25 0.12
H -2.52455 1.13529 -2.75824 0.32 0.00 0.48 0.15
H -0.62809 3.04420 -3.82713 0.02 0.11 0.77 0.11
H 1.58398 3.11735 -4.62436 0.31 -0.17 -0.15 0.09
H 3.00784 1.12277 -4.74677 -0.02 -0.50 -0.45 0.10
H 2.02833 -1.16967 -4.08783 0.14 0.02 -0.19 0.11
```
Positions in Å, forces in eV/Å.

Properties
Multiplicity: 1
Energy above the lowest of the compared OMol25 structures with the same formula, charge and spin in kcal per mole: 36.9
LUMO in eV: 0.790
Kohn-Sham gap in eV: 8.4
HOMO energy in eV: -7.65
Structure (SMILES): Cc1c[nH]c2ccccc12.Cc1c[nH]c2ccccc12
DFT total energy in eV: -21937.488
Charge: 0

3.
The following is a DFT calculation (ωB97M-V with the def2-TZVPD basis set) of C29H48Cl2N3O4SiYb as an isolated structure at a distorted geometry.

```
88
Properties=species:S:1:pos:R:3:forces:R:3:lowdin_spin:R:1
C -1.16664 -0.32554 -4.00714 0.07 0.28 -0.20 0.00
C -0.71910 -1.52058 -3.23113 0.03 -1.17 0.33 0.00
H -0.82054 -0.36364 -5.04468 -0.13 0.13 0.16 0.00
H -0.79428 0.59531 -3.53746 -0.14 -0.25 -0.13 0.00
H -2.26732 -0.26754 -4.02273 0.28 -0.03 0.05 0.00
C -0.17566 -2.62400 -3.76414 -0.37 0.31 0.10 0.00
C 0.10769 -2.83823 -5.21062 0.20 -0.15 -0.49 0.00
H 0.02728 -3.49444 -3.13502 -0.06 0.35 -0.07 0.00
H 0.18485 -1.90284 -5.77863 -0.01 -0.28 0.09 0.00
H -0.67314 -3.45620 -5.67833 0.16 0.12 0.03 0.00
H 1.05125 -3.38783 -5.32641 -0.11 0.09 -0.12 0.00
Yb 0.84590 0.96906 0.66969 -2.37 -2.33 0.31 0.99
Cl 1.68370 3.66013 0.66412 0.58 -1.06 1.40 0.00
C 0.20735 -1.94764 2.02841 -0.67 -0.33 0.05 0.00
O 1.08206 -1.14450 1.65058 0.19 0.11 0.21 0.00
N 0.42454 -2.93126 2.91126 0.36 0.34 -0.43 0.00
C 1.77797 -3.20506 3.37269 -0.09 -0.09 0.11 0.00
C -0.61288 -3.87465 3.31133 -0.13 -0.04 -0.17 0.00
H -0.82788 -1.88184 1.64319 0.49 0.05 0.27 0.00
H 2.39341 -2.31329 3.23333 -0.11 -0.22 0.06 0.00
H 2.21429 -4.05164 2.82103 -0.10 0.22 0.07 0.00
H 1.72522 -3.47784 4.43178 0.15 0.11 -0.14 0.00
H -1.60300 -3.45289 3.09669 0.29 -0.09 0.05 0.00
H -0.51833 -4.07026 4.38716 -0.09 0.15 -0.22 0.00
H -0.51087 -4.82933 2.77266 0.01 0.32 0.14 0.00
H 0.90159 3.49933 5.88876 0.05 -0.07 -0.17 0.00
H -1.02805 5.06631 4.86630 0.12 -0.02 -0.20 0.00
C 1.29173 3.44434 4.86482 0.10 0.16 0.00 0.00
C -0.46442 4.93167 3.93263 -0.36 -0.05 0.08 0.00
N 0.20238 3.63862 3.92038 -0.06 -0.48 -0.15 0.00
H 1.74956 2.46952 4.68685 -0.07 0.24 0.05 0.00
C -0.12393 2.68424 3.04672 0.33 0.20 -0.08 0.00
O 0.55559 1.64604 2.86518 -0.06 0.57 0.04 0.00
H -1.15401 4.99146 3.08204 0.20 0.03 0.24 0.00
H -1.04076 2.87461 2.45305 0.40 -0.12 0.20 0.00
H 2.03133 4.24544 4.74198 -0.06 -0.23 -0.04 0.00
H 0.27735 5.73982 3.85927 -0.15 -0.29 -0.09 0.00
H 1.70525 -0.23518 -3.40851 0.22 0.10 0.26 0.00
H 2.62351 -2.87413 -2.98557 0.15 0.20 0.15 0.00
C 2.69467 -0.02630 -2.97529 -0.42 -0.01 -0.24 0.00
C 3.46491 -2.33951 -2.52097 -0.11 -0.12 0.06 0.00
N 3.02415 -1.05435 -1.99360 0.78 0.50 1.17 0.00
H 2.68571 0.95534 -2.49449 -0.02 -0.27 -0.13 0.00
C 3.12735 -0.76184 -0.68158 -0.16 -0.45 -1.46 0.00
O 2.84032 0.35009 -0.19172 0.00 -0.36 0.10 0.00
H 3.86649 -2.94423 -1.69948 -0.07 0.06 -0.25 0.00
H 3.49487 -1.60254 -0.05871 -0.22 0.40 -0.17 0.00
H 3.43958 -0.05927 -3.78111 -0.05 0.07 0.25 0.00
H 4.23864 -2.18398 -3.28550 -0.12 -0.02 0.28 0.00
O -0.11398 -0.41633 -1.28166 1.76 1.01 1.42 0.00
C -0.93751 -1.38807 -1.72325 -0.20 -0.32 0.47 0.00
C 0.54210 -3.20369 -0.77264 0.16 -0.26 0.00 0.00
C -0.74310 -2.69690 -0.94203 -0.42 0.41 -0.75 0.00
H 1.38415 -2.57577 -1.09010 -0.55 -0.40 0.20 0.00
C 0.72811 -4.49373 -0.27233 -0.07 0.37 0.05 0.00
H -1.99661 -1.08969 -1.59439 -0.18 -0.20 0.07 0.00
C -1.85078 -3.41244 -0.49301 0.22 -0.29 -0.12 0.00
H 1.74184 -4.89163 -0.17828 -0.32 -0.02 0.00 0.00
C -0.38687 -5.25639 0.08550 -0.10 -0.12 0.06 0.00
C -1.67286 -4.71071 -0.00715 0.03 0.03 0.15 0.00
H -2.84146 -2.94886 -0.56973 0.34 -0.30 -0.01 0.00
H -0.25027 -6.28016 0.44542 -0.08 0.32 -0.11 0.00
H -2.54534 -5.29846 0.29238 0.33 0.14 -0.04 0.00
Si 0.41501 4.19650 -1.12663 -1.01 2.08 -2.85 0.00
Cl 0.14640 2.04372 -1.50385 -0.02 1.85 -0.67 0.00
C 1.95889 5.21245 -1.69455 0.22 -0.02 0.25 0.00
C -0.98131 4.86860 -0.02184 0.06 0.11 0.27 0.00
C -0.45018 4.70647 -2.81976 -0.33 -0.80 0.21 0.00
H 2.83745 4.56333 -1.79914 -0.07 0.10 0.14 0.00
H 2.21000 5.99024 -0.96056 0.05 -0.23 0.03 0.00
H 1.80860 5.71913 -2.65578 -0.13 -0.23 0.23 0.00
H 0.14008 4.35908 -3.67848 -0.12 0.04 0.06 0.00
H -0.53546 5.80145 -2.90233 0.09 -0.23 0.19 0.00
H -1.46040 4.28571 -2.90488 0.04 0.05 -0.15 0.00
H -1.42407 4.08401 0.60637 0.11 0.08 -0.08 0.00
H -1.78831 5.28977 -0.63827 0.29 -0.19 0.11 0.00
H -0.61659 5.67017 0.63710 0.00 -0.21 -0.05 0.00
C -4.46665 -0.11478 1.97697 -0.05 -0.06 -0.02 0.00
C -3.50264 -0.23915 2.97946 1.02 0.12 0.13 0.00
C -2.13742 0.05694 2.68841 -2.72 -0.60 0.69 0.00
C -1.83363 0.44104 1.41620 4.65 1.54 -1.07 0.00
C -2.73811 0.62088 0.41382 -2.81 -0.61 0.31 0.00
C -4.10259 0.31358 0.69719 0.84 0.31 -0.46 0.00
H -5.51261 -0.34807 2.19802 0.34 0.08 -0.08 0.00
H -3.77613 -0.55439 3.98881 -0.13 0.03 -0.22 0.00
H -1.38921 -0.02395 3.47712 -0.03 -0.02 -0.05 0.00
H -2.44688 0.98381 -0.56966 -0.06 -0.15 0.06 0.00
H -4.85133 0.41737 -0.09157 0.03 -0.03 0.27 0.00
```
Positions in Å, forces in eV/Å.

Properties
Multiplicity: 2
Energy above the lowest of the compared OMol25 structures with the same formula, charge and spin in kcal per mole: 0.0
<S²>: 0.751
LUMO (spin up / spin down) in eV: 0.268 / 0.131
Kohn-Sham gap (spin up / spin down) in eV: 6.7 / 6.6
HOMO energy (spin up / spin down) in eV: -6.44 / -6.43
DFT total energy in eV: -107967.290
Charge: 0

4.
The following is a DFT calculation (ωB97M-V with the def2-TZVPD basis set) of a 2-piece molecular cluster, HN3O3 overall at a distorted geometry.

```
7
Properties=species:S:1:pos:R:3:forces:R:3:lowdin_charge:R:1
O -1.02050 1.92684 -0.75909 0.10 -1.04 0.44 0.14
N -0.56186 0.88173 -0.39178 0.82 -0.03 -0.06 -0.42
O 0.35026 0.23694 -0.87602 -1.93 2.99 -1.04 -0.01
O -1.18558 0.36335 0.76385 1.16 -1.10 1.45 0.04
H -0.56887 -0.29252 1.32694 -1.31 1.89 -2.56 0.17
N 1.97964 -1.75921 -0.20138 -1.75 0.80 0.44 0.09
N 1.00691 -1.35712 0.13748 2.91 -3.52 1.35 -0.01
```
Positions in Å, forces in eV/Å.

Properties
Multiplicity: 1
Energy above the lowest of the compared OMol25 structures with the same formula, charge and spin in kcal per mole: 29.2
LUMO in eV: -0.133
Kohn-Sham gap in eV: 11.3
HOMO energy in eV: -11.48
Structure (SMILES): O=[N+]([O-])O.N#N
DFT total energy in eV: -10624.657
Charge: 0